# 1
Entry from the Open Molecules 2025 dataset: a molecular structure, C36H53BrGeInN6SSb at a distorted geometry (wB97M-V/def2-TZVPD).

The geometry in ORCA input format:
```
! RIJCOSX wB97M-V def2-TZVPD def2/J DEFGRID3
* xyz 2 1
In -1.29 -0.60 1.70
C -4.46 0.15 2.10
C -4.42 -1.35 1.88
C -5.59 -2.03 1.79
C -5.60 -3.40 1.78
C -4.34 -4.02 1.68
C -3.19 -3.28 1.65
N -3.23 -1.88 1.72
Sb -1.39 -4.45 1.81
C -1.21 -3.65 3.88
C -0.52 -4.42 4.79
C -0.52 -4.01 6.13
C -1.43 -3.05 6.46
C -2.04 -2.28 5.49
C -2.87 -1.07 5.77
N -1.92 -2.56 4.18
C 0.16 -3.26 0.97
C 1.10 -4.03 0.24
C 2.34 -3.37 -0.16
C 2.47 -2.02 0.04
C 1.48 -1.30 0.70
C 1.69 0.18 0.73
N 0.34 -1.89 1.14
H -3.89 0.49 2.95
H -5.40 0.45 2.43
H -4.13 0.73 1.28
H -6.59 -1.51 1.87
H -6.56 -3.99 1.77
H -4.23 -5.15 1.73
H 0.04 -5.34 4.53
H 0.07 -4.52 6.89
H -1.54 -2.71 7.48
H -3.84 -1.39 6.31
H -3.17 -0.67 4.75
H -2.35 -0.27 6.28
H 0.93 -5.11 0.11
H 3.11 -3.97 -0.61
H 3.44 -1.57 -0.27
H 2.77 0.35 0.74
H 1.23 0.70 1.60
H 1.30 0.51 -0.22
Br -2.72 -2.06 -1.68
C -2.43 -0.22 -1.46
C -2.66 0.65 -2.53
C -2.41 2.00 -2.40
C -1.86 2.53 -1.22
C -1.64 1.55 -0.24
N -1.91 0.28 -0.30
H -3.07 0.26 -3.45
H -2.53 2.67 -3.34
H -1.44 3.54 -1.12
H -1.10 1.89 0.68
C 3.15 3.61 -5.67
C 2.53 4.54 -4.58
C 2.92 4.14 -3.20
C 2.41 2.77 -2.62
N 3.19 1.67 -3.00
C 2.80 0.41 -3.02
S 1.23 0.03 -2.48
N 3.67 -0.49 -3.51
C 3.37 -1.93 -3.83
C 2.53 -2.14 -5.06
C 3.26 -1.88 -6.37
C 4.06 -0.61 -6.40
H 2.93 3.95 -6.69
H 2.87 2.55 -5.59
H 4.27 3.66 -5.57
H 1.49 4.57 -4.69
H 2.92 5.54 -4.75
H 2.57 4.88 -2.46
H 4.00 4.19 -3.13
H 1.39 2.62 -2.90
H 2.43 2.89 -1.55
H 4.15 1.80 -3.33
H 4.53 -0.08 -3.74
H 2.94 -2.18 -2.87
H 4.33 -2.41 -3.95
H 1.72 -1.43 -4.96
H 2.06 -3.12 -4.99
H 2.51 -1.85 -7.20
H 3.92 -2.72 -6.58
H 3.46 0.29 -6.19
H 4.45 -0.38 -7.38
H 4.92 -0.70 -5.62
C -2.22 3.37 2.40
Ge -0.70 2.64 3.37
C -0.77 3.18 5.24
C 0.89 3.43 2.42
C -0.87 0.70 3.37
H -2.95 2.61 2.29
H -1.93 3.88 1.43
H -2.62 4.24 2.90
H -0.98 4.20 5.40
H 0.15 3.09 5.74
H -1.53 2.55 5.69
H 1.80 3.32 2.98
H 0.56 4.48 2.38
H 1.07 3.06 1.44
H -1.72 0.52 4.00
H -0.14 0.02 3.81
*
```

Results
DFT total energy = -196223.15464 eV
E_LUMO = -5.3 eV
orbital gap = 7.26 eV

***

# 2
Entry from the Open Molecules 2025 dataset: a molecular structure, C46H47AsN2O4PReS at a distorted geometry (wB97M-V/def2-TZVPD).

The geometry in ORCA input format:
```
! RIJCOSX wB97M-V def2-TZVPD def2/J DEFGRID3
* xyz 1 2
Re 0.59 -0.14 0.78
C -2.47 2.27 3.30
O -3.00 1.03 3.75
C -3.05 -0.05 2.93
C -3.93 -1.05 3.32
C -4.10 -2.21 2.58
C -3.41 -2.38 1.41
C -2.46 -1.44 1.01
C -1.86 -1.52 -0.28
N -0.76 -0.91 -0.61
N -0.53 -0.72 -1.92
C 0.39 0.19 -2.15
O 1.05 0.77 -1.20
C 0.60 0.59 -3.56
C 0.22 -0.27 -4.59
C 0.33 0.16 -5.90
C 0.79 1.43 -6.19
C 1.17 2.28 -5.16
C 1.07 1.86 -3.85
C -2.21 -0.26 1.80
O -1.27 0.59 1.49
H -2.78 3.00 4.04
H -2.87 2.54 2.32
H -1.38 2.26 3.25
H -4.48 -0.88 4.24
H -4.80 -2.96 2.92
H -3.56 -3.26 0.79
H -2.42 -2.00 -1.08
H -0.15 -1.25 -4.35
H 0.03 -0.50 -6.71
H 0.86 1.76 -7.22
H 1.54 3.27 -5.39
H 1.34 2.53 -3.04
C 0.50 -1.09 2.70
H 0.07 -0.38 3.41
H 1.50 -1.34 3.07
H -0.11 -2.00 2.73
C 1.88 -3.45 1.30
C 2.81 -4.60 0.98
As 2.47 -6.23 2.08
C 0.55 -6.39 1.69
C -0.44 -5.58 2.25
C -1.77 -5.79 1.95
C -2.14 -6.81 1.08
C -1.16 -7.62 0.51
C 0.17 -7.41 0.82
C 2.37 -5.46 3.87
C 1.48 -5.99 4.81
C 1.48 -5.55 6.12
C 2.38 -4.57 6.52
C 3.29 -4.05 5.61
C 3.29 -4.51 4.30
P 2.22 -1.91 0.34
C 3.90 -1.39 0.77
C 4.44 -1.66 2.03
C 5.70 -1.20 2.36
C 6.45 -0.48 1.44
C 5.91 -0.19 0.19
C 4.64 -0.62 -0.13
C 2.28 -2.62 -1.33
C 3.45 -2.78 -2.07
C 3.42 -3.44 -3.29
C 2.23 -3.94 -3.79
C 1.06 -3.80 -3.05
C 1.09 -3.15 -1.83
H 1.92 -3.22 2.37
H 0.85 -3.71 1.06
H 3.86 -4.34 1.10
H 2.69 -4.94 -0.05
H -0.17 -4.79 2.95
H -2.53 -5.16 2.40
H -3.19 -6.99 0.86
H -1.45 -8.43 -0.15
H 0.93 -8.05 0.39
H 0.78 -6.76 4.50
H 0.79 -5.98 6.83
H 2.38 -4.22 7.55
H 4.00 -3.30 5.93
H 4.04 -4.14 3.61
H 3.87 -2.22 2.76
H 6.11 -1.41 3.34
H 7.45 -0.14 1.69
H 6.49 0.37 -0.53
H 4.20 -0.36 -1.09
H 4.40 -2.42 -1.69
H 4.34 -3.56 -3.85
H 2.20 -4.44 -4.75
H 0.13 -4.20 -3.42
H 0.18 -3.09 -1.24
O 1.96 1.29 1.82
S 2.61 2.64 1.67
C 3.28 2.76 -0.02
C 3.15 4.22 -0.41
C 1.79 4.75 0.11
C 1.28 3.81 1.21
H 2.65 2.10 -0.62
H 4.30 2.41 -0.01
H 3.23 4.33 -1.49
H 3.97 4.80 0.03
H 1.06 4.80 -0.69
H 1.91 5.76 0.50
H 0.45 3.18 0.88
H 0.97 4.35 2.11
*
```

Results
DFT total energy = -142720.50084 eV
E_LUMO (alpha / beta) = -4.4 / -3.8 eV
orbital gap (alpha / beta) = 6.02 / 6.51 eV

***

# 3
Entry from the Open Molecules 2025 dataset: a molecular structure, C23H44NP3STc at a distorted geometry (wB97M-V/def2-TZVPD).

The geometry in ORCA input format:
```
! RIJCOSX wB97M-V def2-TZVPD def2/J DEFGRID3
* xyz 4 4
Tc 0.16 0.27 0.90
P -1.36 -0.66 2.29
P 0.79 2.09 2.05
P 1.80 -1.03 1.82
H 0.84 -3.11 -5.34
C 1.14 -3.84 -4.58
C 0.21 -4.57 -3.93
H -0.86 -4.31 -3.93
C -3.15 -0.47 1.89
C -1.34 -0.12 4.05
C -1.41 -2.49 2.52
C 1.95 3.01 0.96
C -0.42 3.41 2.39
C 1.69 2.04 3.66
C 2.13 -2.72 1.23
C 1.86 -1.47 3.62
C 3.46 -0.32 1.57
H 2.20 -3.99 -4.40
H 0.49 -5.53 -3.48
H -3.33 -0.73 0.84
H -3.47 0.56 2.06
H -3.74 -1.14 2.54
H -1.48 0.97 4.09
H -0.40 -0.38 4.53
H -2.17 -0.62 4.57
H -1.64 -2.99 1.57
H -2.21 -2.73 3.23
H -0.48 -2.91 2.90
H 2.30 3.92 1.46
H 1.42 3.30 0.04
H 2.81 2.39 0.69
H 0.06 4.20 2.98
H -1.27 3.02 2.97
H -0.80 3.85 1.46
H 1.90 3.07 3.97
H 2.63 1.49 3.59
H 1.06 1.57 4.42
H 3.05 -3.07 1.71
H 2.28 -2.72 0.15
H 1.31 -3.40 1.44
H 2.81 -1.99 3.81
H 1.05 -2.14 3.93
H 1.83 -0.59 4.28
H 4.19 -1.11 1.80
H 3.64 0.55 2.20
H 3.55 -0.03 0.52
C 0.09 -1.97 -2.63
C 1.43 -1.53 -2.58
C 1.99 -0.97 -3.73
C 1.11 -0.56 -4.75
C -0.28 -0.75 -4.64
C -0.81 -1.48 -3.59
S -0.18 -3.50 -1.79
H -0.93 -3.15 -0.75
H 2.02 -1.81 -1.70
H 3.07 -0.85 -3.89
H 1.55 -0.07 -5.62
H -0.98 -0.30 -5.35
H -1.85 -1.79 -3.58
C -3.33 4.03 -3.10
C -2.51 3.15 -2.21
C -2.91 2.91 -0.91
C -2.16 2.09 -0.08
N -1.01 1.53 -0.48
C -0.58 1.77 -1.75
C -1.31 2.56 -2.64
H -4.41 3.83 -2.99
H -3.19 5.09 -2.81
H -3.06 3.93 -4.16
H -3.81 3.39 -0.52
H -2.49 1.90 0.94
H 0.39 1.33 -2.04
H -0.93 2.70 -3.66
*
```

Results
DFT total energy = -66912.22750 eV
E_LUMO (alpha / beta) = -13.2 / -14.5 eV
orbital gap (alpha / beta) = 7.04 / 5.71 eV

***

# 4
Entry from the Open Molecules 2025 dataset: 2 unconnected molecules or ions with the total composition C2H5NO2 at a distorted geometry (wB97M-V/def2-TZVPD).

The geometry in ORCA input format:
```
! RIJCOSX wB97M-V def2-TZVPD def2/J DEFGRID3
* xyz 0 1
C -2.06 -0.23 0.44
N -1.32 0.82 -0.22
O -2.61 1.03 0.21
H -2.20 -1.11 -0.19
H -1.75 -0.46 1.46
H -0.53 1.14 0.47
C 2.58 -0.27 -0.54
O 1.83 -0.44 0.38
H 2.62 -0.87 -1.58
H 3.43 0.39 -0.44
*
```

Results
DFT total energy = -7735.74992 eV
SMILES = C1NO1.C=O
E_LUMO = 0.6 eV
orbital gap = 10.14 eV

***

Which value of DFT total energy does entry 2 give? -142720.50084 eV